*P*
20
Properties=species:S:1:pos:R:3 method="wB97M-V/def2-TZVPD" total_charge=0 homo_lumo_gap_ev="8.362 / 6.490" multiplicity=1 homo_energy_ev="-8.85 / -8.28" e_lumo_ev="-0.49 / -1.79"
C -0.56016 1.18282 0.43475
C -1.10371 1.01091 -1.00765
C 0.69970 0.65507 0.72363
C 2.67216 -0.86180 0.68426
C 1.54854 -0.22447 -0.13909
N -3.04432 -0.23584 -0.40082
N -2.54531 0.82420 -0.98359
N -2.44984 -1.00876 0.31845
O -2.59218 -2.12939 0.71529
O -1.24733 1.83449 1.23163
O 0.80995 -1.22047 -0.83201
H -0.90885 1.91753 -1.57921
H -0.63949 0.15586 -1.49658
H 1.14839 1.00075 1.64320
H 3.30043 -0.09773 1.13290
H 3.27929 -1.49494 0.04338
H 2.24139 -1.46999 1.47952
H 1.99381 0.37515 -0.94829
H -3.10023 1.65992 -0.82538
H 0.49776 -1.87333 -0.19438

---

*Q*
20
Properties=species:S:1:pos:R:3 method="wB97M-V/def2-TZVPD" total_charge=0 homo_lumo_gap_ev=10.063 multiplicity=1 smiles="NC1(N)C[C@]1(O)O[C@@H]1N=C1O" homo_energy_ev=-9.36 e_lumo_ev=0.71
N -2.24860 1.28019 -0.15417
C -1.47059 0.05224 -0.09926
N -2.17522 -1.00582 -0.80941
C -0.78450 -0.29601 1.18057
C 0.02856 -0.01598 -0.08242
O 0.67990 -1.07253 -0.77478
O 0.69915 1.14665 -0.21272
C 2.02173 1.12375 0.16545
N 3.03755 0.89557 -0.93890
C 2.90450 -0.01743 -0.08754
O 3.30754 -1.23208 0.26791
H -2.56227 1.58290 0.78620
H -1.83906 2.10010 -0.51057
H -2.98824 -0.53641 -1.14707
H -2.44666 -1.75415 -0.18553
H -0.88656 -1.36730 1.51229
H -0.66608 0.42231 1.88517
H -0.11515 -1.42139 -1.16741
H 2.38534 1.93503 0.84592
H 3.11864 -1.81962 -0.47373

---

Most stable structure - *Q*; separation to the second - 0.0845 hartree.

---

*P*
13
Properties=species:S:1:pos:R:3 method="wB97M-V/def2-TZVPD" total_charge=0 homo_lumo_gap_ev=7.428 multiplicity=1 smiles="CNC1=NC(=S)C=N1" homo_energy_ev=-8.62 e_lumo_ev=-1.19
C 2.92363 -1.07692 0.02671
N 2.27651 0.22270 0.03590
C 0.99346 0.34929 -0.02714
N 0.13366 -0.68268 -0.08150
C -1.09264 -0.08592 -0.09525
S -2.60932 -0.69854 0.04546
C -0.88335 1.38671 -0.03936
N 0.37425 1.70286 0.04247
H 3.63223 -1.08248 -0.79056
H 2.15778 -1.89428 -0.08195
H 3.60931 -1.26661 0.88006
H 2.82002 1.11272 0.04054
H -1.60787 2.16824 0.05664

---

*Q*
13
Properties=species:S:1:pos:R:3 method="wB97M-V/def2-TZVPD" total_charge=0 homo_lumo_gap_ev=8.174 multiplicity=1 homo_energy_ev=-8.23 e_lumo_ev=-0.06
C 3.28578 -0.96016 -1.66953
C 2.27605 -1.28046 -1.18431
C 1.32729 -1.30921 -0.02460
N 0.25359 -0.63950 0.31516
S -0.24163 0.58222 -0.90404
C -1.85158 1.38041 -0.52537
N -2.37863 1.49283 0.69183
N -1.99910 0.65256 1.76237
H 4.34015 -0.40295 -1.91005
H 1.60142 -2.13212 0.72970
H -2.41268 2.27553 -1.22508
H -1.30559 -0.06764 1.59807
H -2.89508 0.40847 2.34586

---

*R*
13
Properties=species:S:1:pos:R:3 method="wB97M-V/def2-TZVPD" total_charge=0 homo_lumo_gap_ev=8.336 multiplicity=1 homo_energy_ev=-9.14 e_lumo_ev=-0.80
C 0.07672 0.55894 0.57530
C 1.50227 0.17103 -0.04759
C -0.82502 -0.64064 0.21209
C -2.21878 -0.54159 0.18336
H -2.30078 1.65163 -0.63069
H 0.21308 0.82429 1.71195
H 1.89259 0.72870 -0.92601
H 2.53948 0.10806 0.67293
H 1.78765 -1.69483 -0.75367
N 1.14754 -1.27883 -0.21090
N -0.12464 -1.56142 -0.34321
N -3.31954 -0.44454 -0.19868
S -0.37058 2.11920 -0.24488

---

Most stable structure - *P*; separation to the second - 0.1637 hartree.

---

*P*
13
Properties=species:S:1:pos:R:3 method="wB97M-V/def2-TZVPD" total_charge=0 homo_lumo_gap_ev=8.653 multiplicity=1 smiles="[H]/N=c1/cccnn1S" homo_energy_ev=-8.61 e_lumo_ev=0.04
H -2.14772 2.06602 -0.48753
N -1.05048 2.16238 -0.15951
C -0.45386 1.06308 -0.05362
C 1.03469 1.04511 0.10751
C 1.67923 -0.10175 0.08813
C 1.16735 -1.46908 -0.15473
N -0.15530 -1.42534 -0.27580
N -0.87727 -0.24341 -0.26174
S -2.63216 -0.54967 0.04215
H 1.45300 2.09459 0.27321
H 2.87963 -0.24846 0.14307
H 1.67691 -2.44649 0.00727
H -2.57400 -1.94698 0.73158

---

*Q*
13
Properties=species:S:1:pos:R:3 method="wB97M-V/def2-TZVPD" total_charge=0 homo_lumo_gap_ev=7.552 multiplicity=1 smiles="C=C1C(=S)N=CN1N" homo_energy_ev=-8.47 e_lumo_ev=-0.92
C -0.48338 1.82795 -0.06027
C -0.53419 0.50162 0.01756
C -1.69220 -0.61434 0.00269
S -3.32408 -0.20953 0.04258
N -1.13275 -1.84020 -0.00261
C 0.15440 -1.64618 -0.13249
N 0.60607 -0.39714 -0.23071
N 1.89060 -0.25837 0.22408
H -1.42956 2.22257 -0.03056
H 0.38302 2.49711 -0.33896
H 0.96668 -2.42885 -0.03651
H 2.64685 0.17886 -0.60405
H 1.94854 0.16650 1.14926

---

Most stable structure - *Q*; separation to the second - 0.0296 hartree.

---

*P*
24
Properties=species:S:1:pos:R:3 method="wB97M-V/def2-TZVPD" total_charge=0 homo_lumo_gap_ev=9.583 multiplicity=1 smiles="C[C@H](N)[P@@](=O)(O)c1ccccc1" homo_energy_ev=-8.84 e_lumo_ev=0.74
C 0.33562 -1.49141 -2.97611
C -0.18162 -0.44236 -1.96636
N 0.14709 0.85188 -2.34164
P 0.94886 -0.81466 -0.32081
O 1.40109 -2.19271 0.03713
O 2.25261 0.10727 -0.69906
C 0.10627 -0.00945 1.08954
C -0.25035 -0.81279 2.17589
C -1.02991 -0.26860 3.18990
C -1.36146 1.12818 3.09533
C -0.84864 1.92398 2.06199
C -0.17662 1.33119 1.00742
H -0.23194 -1.32391 -3.84113
H 1.32049 -1.20377 -3.18802
H 0.43318 -2.30875 -2.42037
H -1.25582 -0.52702 -1.67083
H -0.47447 1.58712 -1.92087
H 0.06721 1.03080 -3.38371
H 2.94677 -0.47225 -0.36532
H 0.29152 -1.85736 2.34826
H -1.22313 -0.85281 4.06583
H -1.99628 1.78245 3.79716
H -1.21058 2.98428 2.15881
H -0.00989 1.85069 0.06697

---

*Q*
24
Properties=species:S:1:pos:R:3 method="wB97M-V/def2-TZVPD" total_charge=0 homo_lumo_gap_ev=9.659 multiplicity=1 homo_energy_ev=-9.96 e_lumo_ev=-0.30
C -3.13245 1.23123 -0.19555
C -2.50727 1.11587 1.09466
C -2.53418 0.56535 -1.25763
C -1.42611 0.19142 1.26410
C -1.64218 -0.43888 -1.00491
C -1.04623 -0.57248 0.16229
C 2.95407 -0.33140 0.14879
C 1.99280 0.82049 0.11758
N 0.37093 -2.69565 -0.81920
O 0.90722 -1.83388 1.66406
O 2.34304 1.93782 -0.71141
P 0.13118 -1.85863 0.45503
H -3.98591 1.90783 -0.16981
H -3.03645 1.60265 1.85162
H -2.89518 0.72809 -2.25518
H -0.99089 0.21655 2.24457
H -1.28844 -0.98821 -1.81649
H 2.49683 -1.19345 -0.34409
H 3.85539 -0.03444 -0.43985
H 3.27160 -0.46169 1.25027
H 2.01072 1.16406 1.15479
H 0.92720 0.49621 -0.24471
H 2.08340 1.67008 -1.56198
H 1.14089 -3.23893 -0.58697

---

Most stable structure - *P*; separation to the second - 0.0520 hartree.

---

*P*
19
Properties=species:S:1:pos:R:3 method="wB97M-V/def2-TZVPD" total_charge=+1 homo_lumo_gap_ev=9.329 multiplicity=1 homo_energy_ev=-11.95 e_lumo_ev=-2.62
C 0.44115 1.23813 2.61177
O -0.23719 1.63723 1.47042
N -0.79011 0.62360 0.77987
C -0.34134 0.16567 -0.35573
N 0.78928 0.48959 -0.97325
C 1.01745 -0.24700 -2.07708
C -0.02766 -1.10369 -2.15544
N -0.61818 -2.16146 -2.83203
C -1.72955 -2.49537 -2.07259
N -1.86952 -1.84050 -0.98155
N -0.88049 -0.92118 -1.06130
H -0.13608 0.79894 3.50071
H 0.88992 2.03958 3.11043
H 1.09425 0.39234 2.27079
H -1.55459 0.07222 1.04133
H 1.46676 1.33128 -0.76152
H 1.83596 0.03262 -2.77876
H -0.52276 -2.39057 -3.84145
H -2.30886 -3.38974 -2.25560

---

*Q*
19
Properties=species:S:1:pos:R:3 method="wB97M-V/def2-TZVPD" total_charge=+1 homo_lumo_gap_ev="8.529 / 8.175" multiplicity=1 homo_energy_ev="-13.69 / -13.66" e_lumo_ev="-5.16 / -5.49"
C 1.24955 -1.02141 0.23920
C -0.01037 -1.19649 -0.33627
C -0.54064 1.94012 0.14787
C -0.28304 -2.35217 -1.24508
C -1.40259 0.50832 1.90450
N -0.94296 -0.29629 -0.21031
N -0.96359 0.78853 0.53932
N 0.19697 2.32890 -0.90105
N 1.46873 2.07721 -1.00629
N 2.29279 -1.13268 0.71398
O 3.35513 -1.17734 1.09697
H -1.29607 -2.10815 -1.78093
H 0.47647 -2.54065 -2.06329
H -0.46823 -3.13087 -0.54805
H -1.20461 1.35492 2.54999
H -2.54548 0.40258 1.80682
H -0.91576 -0.33375 2.23902
H -0.25956 3.08453 -1.49640
H 1.79325 2.80471 -1.64999

---

Most stable structure - *P*; separation to the second - 0.2012 hartree.

---

*P*
18
Properties=species:S:1:pos:R:3 method="wB97M-V/def2-TZVPD" total_charge=0 homo_lumo_gap_ev=10.247 multiplicity=1 smiles="CC(=O)N(C)C(O)(O)O" homo_energy_ev=-9.57 e_lumo_ev=0.68
C -1.24561 -0.21198 -2.01212
C -0.67318 -0.60163 -0.67967
O -1.02101 -1.67770 -0.18154
N 0.31650 0.07524 -0.12866
C 0.57507 1.42344 -0.46617
C 0.66525 -0.28237 1.50995
O -0.51926 0.10244 2.15702
O 1.75226 0.40120 1.90557
O 0.95065 -1.59251 1.44441
H -0.70160 -0.57210 -2.87727
H -2.28086 -0.55506 -2.03484
H -1.20158 0.96945 -2.08666
H 0.29510 2.09532 0.43246
H 1.58998 1.62718 -0.61616
H -0.10848 1.86867 -1.09586
H -1.04805 -0.79628 2.21991
H 2.41576 -0.24692 1.55360
H 0.23908 -2.02638 0.95605

---

*Q*
18
Properties=species:S:1:pos:R:3 method="wB97M-V/def2-TZVPD" total_charge=0 homo_lumo_gap_ev=9.565 multiplicity=1 smiles="NC(=O)OC1COC1.O" homo_energy_ev=-10.00 e_lumo_ev=-0.43
N -2.26129 -0.82491 0.82976
C -1.99727 0.42860 0.20685
O -2.38479 0.61439 -0.93521
O -0.88226 0.91529 0.68420
C 0.51735 0.74359 -0.32568
C 1.70097 1.05288 0.59590
O 2.64036 0.52126 -0.35149
C 1.59424 0.21904 -1.28717
H -3.04790 -1.33569 0.44553
H -2.25307 -0.79092 1.84446
H 0.15006 1.61527 -0.89484
H 1.89245 2.11294 0.80864
H 1.67613 0.49729 1.54473
H 1.51631 -0.83987 -1.56829
H 1.70650 0.77368 -2.22937
O 0.18932 -1.82330 0.42070
H -0.90792 -1.64497 0.65915
H 0.15080 -2.23458 -0.44787

---

Most stable structure - *P*; separation to the second - 0.1340 hartree.

---

*P*
10
Properties=species:S:1:pos:R:3 method="wB97M-V/def2-TZVPD" total_charge=0 homo_lumo_gap_ev=8.646 multiplicity=1 smiles=CO.SS homo_energy_ev=-8.98 e_lumo_ev=-0.34
C 3.37702 -0.11132 0.24664
O 2.93304 1.17102 0.75034
H 2.44734 -0.67400 0.07395
H 3.84429 -0.03359 -0.74992
H 4.17628 -0.53372 0.84873
H 3.11300 1.26534 1.68553
S -0.77680 0.22550 -0.66311
S -2.58680 -0.62458 0.18237
H -0.10141 -0.85748 -1.23598
H -3.38828 -1.48156 -0.41304

---

*Q*
10
Properties=species:S:1:pos:R:3 method="wB97M-V/def2-TZVPD" total_charge=0 homo_lumo_gap_ev=8.794 multiplicity=1 smiles=CO.SS homo_energy_ev=-8.39 e_lumo_ev=0.41
C -0.19375 2.03209 0.25984
O 0.87828 1.09987 0.36678
H -0.55578 1.98171 -0.76582
H -1.03326 1.77636 0.91030
H 0.14080 3.02869 0.53688
H 0.73313 0.54356 1.14275
S 1.10741 -2.59641 -0.12907
S -0.09092 -1.92249 -1.63077
H 0.24417 -3.45177 0.48056
H -1.23008 -2.49159 -1.17146

---

*R*
10
Properties=species:S:1:pos:R:3 method="wB97M-V/def2-TZVPD" total_charge=0 homo_lumo_gap_ev=9.632 multiplicity=1 smiles=CO.SS homo_energy_ev=-9.09 e_lumo_ev=0.54
C 1.40414 -0.51358 0.91429
O 0.99534 0.53506 0.04093
H 1.78992 -1.32512 0.29524
H 2.20760 -0.20327 1.57616
H 0.54020 -0.89650 1.46425
H 1.14435 1.36955 0.48819
S -2.88792 0.95439 -1.15793
S -1.60671 -0.49634 -1.89174
H -3.11511 0.37437 0.01606
H -0.47181 0.20144 -1.74546

---

Most stable structure - *R*; separation to the second - 0.0166 hartree.